Molecular formula: C5H8N2
Method: DFT, the ωB97M-V functional and the def2-TZVPD basis

Each line ends with the natural charge from an NBO analysis.
Atoms and positions in Å:
C  0.95156  -1.39159  -0.21853  -0.621
C  -0.06779  -0.30879  0.09609  0.008
C  0.03530  0.22709  1.50971  -0.631
N  0.05523  0.72318  -0.99076  -0.590
C  -1.35726  -0.54859  -0.60092  -0.137
C  -0.66379  1.84436  -1.18633  0.409
N  -1.28667  2.78722  -1.45220  -0.334
H  0.71995  -2.26637  0.39518  0.235
H  1.98094  -1.07737  -0.01597  0.209
H  0.84378  -1.70116  -1.26348  0.227
H  1.07507  0.42699  1.79053  0.219
H  -0.55391  1.13887  1.64638  0.227
H  -0.35756  -0.53577  2.19180  0.228
H  0.68599  0.49010  -1.74719  0.435
H  -2.06084  0.19184  -0.15431  0.116

- ΔE to the lowest compared entry with this formula, charge and spin (eV) = 4.526
- HOMO-LUMO gap (eV) = 9.3
- net charge = 0
- max |F| (eV Å⁻¹) = 1.12
- calculated total energy (eV) = -8290.4707
- highest occupied orbital energy (eV) = -9.0